[1]
C5H5Cl3N2 | ωB97M-V with the def2-TZVPD basis set

Calculated values
- ΔE to the lowest compared entry with this formula, charge and spin: 481.3 kJ/mol
- LUMO: 0.48 eV
- Molecular weight: 199.47 g mol⁻¹
- Highest occupied orbital energy: -0.323 Ha
- Orbital gap: 9.26 eV

Each line ends with the Löwdin charge.
Element x y z (Å)
C: -1.541 1.483 -0.715  0.08
C: -1.800 0.299 -0.306  -0.21
C: 1.451 -0.867 -0.616  -0.16
C: -2.483 -0.624 0.594  -0.03
C: 2.869 -0.497 -0.016  -1.68
N: -0.551 0.390 -1.076  -0.05
N: 0.654 0.158 -0.403  -0.13
Cl: 2.829 0.723 1.355  0.50
Cl: 3.569 -1.883 0.736  0.58
Cl: 3.673 0.097 -1.403  0.65
H: -1.525 2.506 -1.037  0.10
H: -3.472 -0.392 0.892  0.07
H: -2.676 -1.597 0.250  0.07
H: -2.013 -0.874 1.538  0.09
H: 1.015 1.077 0.207  0.13


[2]
C5H5ClFN | ωB97M-V with the def2-TZVPD basis set

Calculated values
- ΔE to the lowest compared entry with this formula, charge and spin: 333.5 kJ/mol
- LUMO: -0.59 eV
- Molecular weight: 133.55 g mol⁻¹
- Highest occupied orbital energy: -0.340 Ha
- Orbital gap: 8.67 eV

Each line ends with the Löwdin charge.
Element x y z (Å)
C: -1.613 -0.290 -0.543  -0.16
C: -2.763 0.581 -0.164  -0.21
C: 0.693 -1.401 -1.010  -0.25
C: -0.732 -1.139 -1.269  -0.63
C: -1.400 0.855 0.337  -0.09
N: 1.446 -0.621 -0.251  0.09
F: -3.262 1.613 -1.042  -0.04
Cl: -1.462 -2.104 -2.491  0.66
H: 1.347 -2.349 -1.522  0.16
H: -3.571 0.173 0.626  0.19
H: -0.937 1.759 0.067  0.11
H: -1.274 0.409 1.427  0.16
H: 2.393 -0.866 -0.214  0.01